# C12H29F2N2O5Y

A molecular structure, C12H29F2N2O5Y (ωB97M-V/def2-TZVPD, the Open Molecules 2025 dataset).

```
! RIJCOSX wB97M-V def2-TZVPD def2/J DEFGRID3
* xyz 1 2
C -2.06 1.33 -1.27
H 2.36 -1.75 4.44
O 0.32 -3.02 1.14
H -0.88 1.94 1.70
H 1.22 -3.37 3.03
O 1.90 -2.03 -1.03
H 0.95 -0.59 4.41
H 2.62 -0.20 3.80
H -0.20 -5.01 0.25
H -1.58 -1.14 -4.33
C 2.23 -0.94 -1.56
C 0.62 -2.65 2.47
O -0.40 4.06 0.14
H 2.34 -1.54 1.79
H -1.07 5.71 -0.96
H 0.49 -5.06 1.81
Y -0.38 -1.20 -0.23
C -0.38 5.48 -0.14
O -1.08 -0.54 -2.32
H -2.91 0.75 -0.92
H 0.11 -0.01 2.48
C 3.37 -0.96 -2.62
C 1.84 -0.95 3.90
H -2.57 0.59 -3.17
F -1.43 -3.03 -1.12
C -0.12 -4.42 1.16
H 1.31 0.49 1.81
H -1.76 4.16 1.64
H -2.49 3.88 0.08
H -0.27 -2.54 3.08
C -1.64 0.71 -2.62
H 2.96 -1.51 -3.46
H 4.36 -1.32 -2.33
H -0.54 6.13 0.71
H -1.00 1.41 -3.15
H -2.47 1.60 1.17
H -0.36 2.04 -0.67
N -1.03 1.38 -0.32
C -1.55 2.09 0.86
C -0.81 -1.23 -3.56
C 1.48 -1.40 2.44
H -1.13 -4.41 1.58
H 0.67 5.69 -0.35
O 1.54 0.08 -1.38
H -2.34 2.36 -1.50
H 3.45 0.02 -3.09
F -2.25 -1.32 1.17
C -1.62 3.65 0.69
H 0.09 -0.76 -3.96
H -0.64 -2.30 -3.44
N 0.73 -0.34 1.76
*
```

Summary:
<S²>: 0.7571
Gap between HOMO and LUMO (alpha / beta): 10.12 / 3.99 eV

***

# C40H38Ge2N4O6RuS

A molecular structure, C40H38Ge2N4O6RuS (ωB97M-V/def2-TZVPD, the Open Molecules 2025 dataset).

```
! RIJCOSX wB97M-V def2-TZVPD def2/J DEFGRID3
* xyz 0 1
O 1.91 -6.81 -1.25
N -0.05 0.00 -1.58
C -2.73 -2.06 -1.36
H -1.75 -1.91 5.92
H -3.72 -2.48 -1.54
C -0.24 -1.04 -3.72
C 2.64 3.76 -4.06
Ge -2.52 -1.88 0.58
H -1.51 3.40 1.52
C -1.74 -0.91 4.03
C -0.76 0.13 -4.25
C -4.32 2.52 -1.00
Ru 0.57 -0.35 0.36
C -2.60 1.80 0.56
H -0.69 -3.35 1.65
O 1.01 -6.10 -3.21
H -1.77 -4.31 0.64
C 0.65 -2.29 -1.72
C -2.31 3.14 0.83
C -3.02 4.15 0.20
H -4.87 -2.53 1.27
H 2.04 0.47 -3.46
O 3.09 -0.74 -1.58
S 3.38 0.52 -0.95
H -1.92 -1.83 3.47
C -1.58 0.30 3.35
C 1.82 -2.57 1.70
N 0.97 -2.08 -0.43
H -1.99 -2.76 -1.75
C 2.47 -3.37 2.63
H 3.79 5.03 -2.77
H -1.04 0.18 -5.29
H 2.14 -5.12 0.38
H -1.16 2.40 3.58
H 4.26 3.25 -1.11
H -1.30 0.15 7.21
C -4.02 3.85 -0.72
C 3.12 1.78 -2.16
H -4.24 -1.37 2.45
Ge -1.61 0.34 1.40
C -1.72 -3.49 1.37
C 1.42 -6.00 -2.05
N 2.25 0.77 0.16
H 2.94 2.71 0.66
H -1.32 2.17 -3.79
C 2.38 4.83 -5.09
C 1.72 -4.30 -0.18
H 2.78 5.79 -4.77
C 2.15 2.47 -4.24
C 0.81 -3.54 -2.27
H 2.85 4.57 -6.04
C 0.11 -1.08 -2.38
H 1.33 0.17 3.44
H -4.57 4.64 -1.20
H -0.62 1.96 -1.41
C -4.31 -1.60 1.39
H -5.10 2.28 -1.71
C -1.22 1.40 5.47
H 1.58 2.23 -5.14
C -1.38 0.19 6.13
C -0.54 1.13 -2.09
C 2.72 -2.87 3.90
H 2.77 -4.37 2.35
H 3.07 1.54 1.97
H -0.10 -1.92 -4.34
C -3.61 1.51 -0.36
N 1.42 -1.31 2.01
H -4.84 -0.80 0.89
C 2.45 1.84 1.11
H -2.78 5.18 0.41
H -3.85 0.48 -0.60
H 1.31 4.95 -5.27
C 3.39 4.04 -2.92
C 1.67 -0.84 3.23
C 2.39 1.48 -3.30
H -2.28 -3.79 2.26
C 1.33 -4.56 -1.49
C 1.09 2.32 1.63
O 0.09 1.55 1.22
C -0.92 1.23 -3.42
H 2.49 -1.15 5.18
C 3.64 3.05 -1.97
O 4.69 0.78 -0.39
C 2.31 -1.58 4.20
O 0.94 3.29 2.33
C -1.32 1.46 4.09
H 0.55 -3.81 -3.29
C 1.52 -3.03 0.33
C -1.63 -0.97 5.41
H -1.02 2.30 6.03
H -2.65 -1.12 -1.89
H 3.22 -3.48 4.63
*
```

Summary:
Energy above the lowest of the compared OMol25 structures with the same formula, charge and spin: 0.00 kJ/mol
Gap between HOMO and LUMO: 6.19 eV

***

# C7H14N2

2 unconnected molecules or ions with the total composition C7H14N2 (ωB97M-V/def2-TZVPD, the Open Molecules 2025 dataset).

```
! RIJCOSX wB97M-V def2-TZVPD def2/J DEFGRID3
* xyz 0 1
N 1.78 1.73 0.84
N 1.09 1.05 -1.24
H -1.51 1.44 -1.83
C 1.59 -1.34 1.76
H 2.54 -1.52 2.25
H -3.12 1.08 -1.22
H 0.64 -1.33 -0.13
H 1.77 1.68 -1.66
H -1.17 -1.93 0.67
C 1.52 -0.95 0.44
H -0.70 0.31 1.66
C -1.55 -0.05 -0.28
H 0.80 0.27 -1.80
C -1.48 -1.42 -0.23
H -1.11 1.82 0.70
C 1.20 0.86 0.11
H 0.71 -1.41 2.39
H 1.82 1.45 1.81
H -2.32 -0.06 -2.31
H -1.86 -2.04 -1.03
C -0.95 0.75 0.71
C -2.16 0.64 -1.48
H 2.46 -1.03 -0.11
*
```

Summary:
Energy above the lowest of the compared OMol25 structures with the same formula, charge and spin: 491.67 kJ/mol
Gap between HOMO and LUMO (alpha / beta): 7.18 / 7.10 eV

***

# C40H47IrN8P2S3Si

A molecular structure, C40H47IrN8P2S3Si (ωB97M-V/def2-TZVPD, the Open Molecules 2025 dataset).

```
! RIJCOSX wB97M-V def2-TZVPD def2/J DEFGRID3
* xyz 1 2
H -3.46 2.83 -2.93
H 2.72 -0.30 3.49
C -4.16 -0.74 4.38
H 1.03 0.22 -3.77
C -1.90 -0.97 2.39
H -0.01 -2.62 2.76
C -1.50 -0.39 -2.38
H -1.64 -1.75 -7.19
C 1.94 -2.60 1.71
H 3.89 2.96 -1.27
C 3.24 0.25 -0.68
N -1.33 -1.31 1.24
H 0.95 -0.37 3.69
H -2.31 -3.68 -3.37
N -6.35 -1.78 8.55
S -0.49 1.76 1.44
C 7.91 0.01 0.71
C -2.10 2.27 1.69
Si -2.48 -1.68 -4.86
C -4.48 2.64 1.87
C 1.34 3.39 -0.66
N -1.39 0.64 -1.51
C -1.81 -2.57 0.95
C 7.91 0.25 -0.69
C -4.96 -1.84 6.36
C 5.51 -0.07 0.69
H -1.85 -0.08 -6.65
N -2.70 -1.95 2.84
H -1.72 -0.07 2.95
H 0.83 -4.17 2.69
N -5.38 3.20 2.32
H -4.48 -2.59 -5.97
C -5.73 -1.81 7.58
H -1.94 2.55 -0.97
H -2.99 -3.93 4.58
H 0.30 3.21 -0.42
H 2.79 0.39 -3.51
H 1.71 1.06 2.97
C 3.36 -2.93 2.20
H 1.73 -4.41 0.55
C -1.52 -1.07 -6.34
H -4.34 -3.87 6.65
H 8.85 0.36 -1.20
H -1.54 -3.09 0.05
H -3.65 0.97 -4.55
C -3.40 1.89 1.27
C 0.98 2.87 -3.09
C -2.04 3.37 2.62
H 1.94 3.20 0.23
H 2.53 -3.11 -0.32
H -2.08 -4.08 -5.08
H 6.72 0.55 -2.45
H -0.45 -1.01 -6.12
H 8.85 -0.06 1.23
H -0.01 2.41 -3.08
H 1.45 4.45 -0.91
H 6.71 -0.35 2.45
H 3.37 -4.00 2.46
H 3.74 2.34 -2.91
C -3.54 -3.03 4.85
H -5.43 0.19 5.83
P 1.65 0.72 -1.47
H -4.70 -0.87 -5.68
H 1.94 -1.10 -3.02
H -4.14 0.11 3.73
S -0.47 -1.67 -1.79
C 6.74 -0.15 1.39
H 3.24 3.99 -2.54
C 6.74 0.35 -1.38
S -3.88 0.70 0.21
H -4.88 -2.02 -4.35
H 4.12 -2.77 1.44
C 1.82 2.56 -1.85
C -2.30 -0.34 -3.52
C -4.89 -0.71 5.55
Ir -0.04 -0.06 -0.04
H -3.24 -3.87 2.04
C 1.76 -0.02 3.05
C -4.30 -1.79 -5.24
H 0.84 3.95 -3.16
C 0.97 -3.09 2.80
N 4.35 -0.31 1.35
H -0.76 -3.35 -4.16
C -3.48 -1.91 4.05
H 3.64 -2.37 3.09
H 1.49 2.55 -4.00
C -4.29 -3.00 6.01
C 1.72 -3.33 0.38
C -2.66 -2.97 1.93
C 5.51 0.21 -0.70
N -2.00 4.25 3.36
C -2.91 1.91 -2.79
C -2.08 1.77 -1.70
H 1.39 -2.90 3.79
H 0.78 -3.07 -0.09
P 1.67 -0.78 1.40
C 3.24 -0.20 0.66
C 1.86 -0.02 -3.11
N 4.35 0.39 -1.36
C -3.00 0.85 -3.69
C 3.27 2.97 -2.16
C -1.84 -3.34 -4.30
*
```

Summary:
<S²>: 0.7843
Energy above the lowest of the compared OMol25 structures with the same formula, charge and spin: 58.08 kJ/mol
Gap between HOMO and LUMO (alpha / beta): 7.01 / 6.17 eV

***

The strongest force on any atom results, record by record, are as follows: 5.5 1.1 1.4 0.7 eV/A.
The electronic energy results, record by record, are as follows: -1198.223497 -6864.525149 -384.444624 -4261.521440 Eh.